--- P ---
# C4H7N3O2

One molecule with the formula C4H7N3O2 (ωB97M-V/def2-TZVPD, OMol25).

Last columns: bonded neighbours and bond lengths (Å).
Geometry (Å):
1 C -1.7826 1.3019 0.0990  H6 1.117, N12 1.429, N13 1.254
2 C 0.0900 -0.2696 -0.4145  C3 1.343, N12 1.351, N14 1.425
3 C -0.3627 -0.8023 -1.5608  C2 1.343, H8 1.079, H9 1.095
4 C 2.2776 -1.4695 -0.1982  H11 1.112, N14 1.364, O16 1.238
5 H -0.3614 0.1759 2.2076  O15 0.985
6 H -2.2303 1.0865 -0.9018  C1 1.117
7 H -1.7825 2.1696 1.6984  N13 1.022
8 H 0.2979 -1.1278 -2.3496  C3 1.079
9 H -1.3512 -0.4558 -1.8790  C3 1.095
10 H 1.5826 0.0618 0.9285  N14 0.999
11 H 1.8611 -2.1778 -0.9470  C4 1.112
12 N -0.5763 0.5909 0.3865  C1 1.429, C2 1.351, O15 1.377
13 N -2.3662 2.1086 0.8620  C1 1.254, H7 1.022
14 N 1.3174 -0.5998 0.2290  C2 1.425, C4 1.364, H10 0.999
15 O -0.0569 0.9063 1.6216  H5 0.985, N12 1.377
16 O 3.4434 -1.4989 0.2182  C4 1.238

Results
Frontier orbital gap (eV): 9.116
Structure (SMILES): [H]/N=C\N(O)C(=C)NC=O
HOMO level (eV): -8.832

--- Q ---
# C4H7N3O2

One molecule with the formula C4H7N3O2 (ωB97M-V/def2-TZVPD, OMol25).

Last columns: bonded neighbours and bond lengths (Å).
Geometry (Å):
1 C 0.4419 -0.7118 -0.1083  C2 1.553, N5 1.400, H10 1.131, H11 1.110
2 C 0.8122 0.7314 -0.5453  C1 1.553, C4 1.528, N6 1.241
3 C -0.7366 -0.7807 1.9350  N5 1.251, N7 1.487, H12 1.017
4 C 1.3094 0.5473 -1.9785  C2 1.528, H13 1.202, H14 1.108, H15 1.101
5 N 0.3197 -0.8955 1.2738  C1 1.400, C3 1.251
6 N 0.6998 1.7750 0.1173  C2 1.241, H16 1.008
7 N -2.0644 -0.3526 1.4210  C3 1.487, O8 1.200, O9 1.231
8 O -2.9728 -0.1710 2.1834  N7 1.200
9 O -2.1098 -0.2653 0.1937  N7 1.231
10 H 1.1881 -1.4283 -0.5646  C1 1.131
11 H -0.4011 -0.9667 -0.7838  C1 1.110
12 H -0.6783 -0.9443 2.9373  C3 1.017
13 H 0.4276 1.1022 -2.5776  C4 1.202
14 H 1.3328 -0.5047 -2.3243  C4 1.108
15 H 2.2401 1.1044 -2.1671  C4 1.101
16 H 0.1914 1.7607 0.9880  N6 1.008

Results
Frontier orbital gap (eV): 8.740
Structure (SMILES): [H]/N=C(/C)C/N=C\[N+](=O)[O-]
HOMO level (eV): -9.780

--- R ---
# C4H7N3O2

One molecule with the formula C4H7N3O2 (ωB97M-V/def2-TZVPD, OMol25).

Last columns: bonded neighbours and bond lengths (Å).
Geometry (Å):
1 C 0.0331 -1.4627 0.0407  C2 1.632, N5 1.549, O8 1.341, H10 1.058
2 C 0.1325 -0.1718 1.0350  C1 1.632, C3 1.553, H11 1.199, H12 1.121
3 C -0.1166 1.0390 0.0955  C2 1.553, C4 1.496, N6 1.505, H13 1.200
4 C -1.2352 2.0267 0.1992  C3 1.496, H14 1.064, H15 1.080, H16 1.152
5 N -0.1739 -0.7654 -1.3268  C1 1.549, N6 1.185
6 N -0.2640 0.4146 -1.2655  C3 1.505, N5 1.185
7 N 2.0535 -1.9318 -1.1186  O8 1.465, O9 1.165
8 O 1.0825 -2.2883 -0.0805  C1 1.341, N7 1.465
9 O 2.7479 -2.8159 -1.4228  N7 1.165
10 H -0.7755 -2.1426 0.0924  C1 1.058
11 H -0.7736 -0.3067 1.8092  C2 1.199
12 H 1.0989 -0.1332 1.6015  C2 1.121
13 H 0.8665 1.7125 -0.0442  C3 1.200
14 H -1.0761 2.9284 0.7409  C4 1.064
15 H -2.1224 1.4915 0.5048  C4 1.080
16 H -1.4774 2.4055 -0.8609  C4 1.152

Results
Frontier orbital gap (eV): 8.812
Structure (SMILES): C[C@H]1C[C@H](ON=O)N=N1
HOMO level (eV): -8.889

Name the most stable of them. P.